Entry 1:
The following is a DFT calculation (ωB97M-V with the def2-TZVPD basis set) of a structure of composition C2H3N3S2.

Structure (XYZ):
```
10
Properties=species:S:1:pos:R:3:forces:R:3
H 1.97881 0.25602 0.74568 -1.60 0.67 -0.37
H 0.64734 0.31700 1.86918 -1.28 -0.09 3.66
S -1.54754 -1.14293 0.50394 0.33 0.34 -0.11
N -0.10886 0.65106 -1.23438 0.44 0.34 -1.98
N 0.10453 -1.21050 0.01248 -0.36 -1.17 2.76
S -1.63208 1.10211 0.28472 -0.17 -0.48 0.35
N 0.01323 -0.64058 -1.19356 1.25 2.86 0.25
H -0.41933 -1.09149 -1.93718 -1.00 -1.17 -1.55
C 0.88681 0.53066 0.92352 2.22 -0.92 -4.54
C 0.07708 1.22863 0.02559 0.17 -0.40 1.52
```
Positions in Å, forces in eV/Å.

Output
* frontier orbital gap (spin up / spin down): 0.3089 / 0.3089 hartree
* energy above the lowest of the compared OMol25 structures with the same formula, charge and spin: 510.8 kJ/mol
* LUMO energy (spin up / spin down): -0.467 / -0.468 eV

=====

Entry 2:
The following is a DFT calculation (ωB97M-V with the def2-TZVPD basis set) of a cluster of 13 separate species, H26O13 in total.

Structure (XYZ):
```
39
Properties=species:S:1:pos:R:3:forces:R:3
H 0.48944 3.14974 -0.44936 -0.49 0.33 -0.07
H 0.64944 -1.12726 -0.85436 -0.42 0.61 1.37
H -0.95156 1.40074 2.87064 -0.58 0.39 -0.25
O -2.73456 0.94374 -0.71336 -0.24 0.60 0.21
H -3.95656 -1.55626 0.79664 0.77 1.85 0.48
H 2.88544 2.79074 -0.28036 -0.80 0.17 0.21
O -0.22956 0.78974 2.90164 0.40 -0.14 1.21
O 2.86044 0.45674 1.52364 0.83 1.24 0.51
H -2.43356 0.76874 -1.59436 1.07 -0.17 -1.04
H -0.09256 0.42374 2.02764 -0.02 0.05 -0.40
H 1.25944 -1.67826 3.43364 0.36 0.21 0.63
H -0.90456 0.45674 -0.16436 0.34 0.00 0.35
O 2.83644 -0.09526 -1.15336 0.10 -0.64 1.34
H 2.88944 0.48374 -1.87836 0.27 0.83 -1.56
O -3.58256 -0.71726 1.20764 -1.24 -1.99 0.11
H -0.31556 -0.06726 -3.19036 -0.48 0.51 0.45
O -0.04256 0.24474 0.23964 -0.10 -0.07 -1.01
H -0.82756 1.37474 -3.49436 -0.11 -0.81 0.64
H -1.35456 -1.71726 -1.22236 1.89 0.34 -0.11
H 1.09144 2.20474 -1.52236 -0.49 -0.29 -1.49
O -2.24656 -1.97326 -1.12636 -0.51 -0.58 3.23
O 0.78344 -1.81226 -1.50336 -0.01 -0.24 -1.66
H 2.38644 -0.91226 -1.39636 0.03 -0.05 -0.39
H -2.60056 -1.94626 -1.95836 -1.43 0.00 -3.33
H -3.65756 0.73874 -0.82936 -0.91 0.16 0.39
H 0.70644 -2.66626 -1.09336 -0.01 -0.44 0.58
O 3.81144 2.84474 -0.08836 1.51 0.11 -0.16
H -3.10556 -0.23826 0.52564 0.24 -0.21 -0.32
H 2.98244 0.45574 0.57864 0.18 -0.12 -0.36
H 0.19344 -1.81126 2.36964 1.08 0.40 -0.18
O 1.15844 -1.59026 2.49264 -1.08 -0.76 -0.49
H 2.23044 -0.21326 1.72364 -0.89 -1.05 0.37
H -2.04556 -1.85126 1.34864 -1.03 1.54 -0.48
O -1.29256 -2.29526 1.69364 0.50 -1.54 0.40
H -1.72656 -3.10026 1.99964 0.51 -0.22 0.22
O 1.21244 2.57174 -0.67036 0.44 0.08 1.17
H 3.97544 3.67874 0.35964 -0.15 -0.12 0.01
H 0.57444 0.93674 -0.08536 -0.19 -0.24 0.58
O -0.87556 0.65374 -2.82436 0.65 0.29 -1.14
```
Positions in Å, forces in eV/Å.

Output
* frontier orbital gap: 0.3077 hartree
* energy above the lowest of the compared OMol25 structures with the same formula, charge and spin: 200.3 kJ/mol
* LUMO energy: -0.660 eV

=====

- Look up the energy above the lowest of the compared OMol25 structures with the same formula, charge and spin of the first one.
  510.8 kJ/mol

=====

- Which formula does entry 1 have?
  C2H3N3S2